Entry 1:
C35H62Cl2N2O19S7 | ωB97M-V/def2-TZVPD

Geometry as XYZ:
```
127
Properties=species:S:1:pos:R:3
C -2.89 5.72 -1.28
C -1.78 4.50 -1.02
Cl -2.84 2.93 -0.90
C -0.63 4.41 -2.19
Cl -0.49 6.00 -3.20
C -0.82 3.08 -3.18
C -0.25 1.57 -2.74
C -0.56 0.36 -3.80
C -0.05 -1.18 -3.38
C -1.16 -1.68 -2.23
O -2.41 -2.07 -2.51
C -0.63 -1.69 -0.64
C 0.77 -2.57 -0.40
C 1.45 -2.74 1.08
C 0.66 -2.02 2.35
C -0.71 -1.11 2.11
C -1.40 -0.92 0.59
C -1.32 0.56 -5.23
N -1.57 -0.59 -6.18
S -2.39 0.28 -7.50
N -2.53 1.98 -7.00
C -1.86 2.06 -5.63
C -1.63 3.31 -4.61
H -2.41 6.79 -1.24
H -3.75 5.58 -0.47
H -3.39 5.46 -2.32
H -1.25 4.59 0.04
H 0.44 4.26 -1.69
H 0.32 1.45 -1.72
H 1.01 -1.17 -2.89
H -0.12 -1.94 -4.27
H 1.31 -3.10 -1.33
H 2.43 -3.38 1.16
H 1.15 -2.19 3.41
H -1.25 -0.56 3.02
H -2.38 -0.30 0.43
H -2.06 4.37 -4.93
O 2.89 7.24 -2.74
S 3.33 6.05 -3.43
O 2.86 4.73 -3.08
O 4.96 6.03 -3.45
C 5.66 6.14 -2.22
C 5.67 4.83 -1.46
C 3.10 6.29 -5.17
H 5.24 6.95 -1.61
H 6.69 6.42 -2.46
H 4.66 4.57 -1.11
H 6.32 4.89 -0.58
H 6.01 4.01 -2.10
H 3.51 7.26 -5.46
H 2.02 6.26 -5.37
H 3.60 5.48 -5.71
O 3.90 3.20 3.31
S 2.48 3.37 3.55
O 1.48 2.70 2.74
O 2.13 4.96 3.58
C 2.53 5.77 2.49
C 1.58 5.61 1.31
C 2.14 3.03 5.26
H 3.56 5.56 2.20
H 2.49 6.81 2.83
H 1.66 4.60 0.88
H 1.81 6.33 0.52
H 0.54 5.74 1.62
H 2.86 3.59 5.87
H 2.26 1.96 5.42
H 1.12 3.33 5.48
O 1.47 -0.59 7.65
S 1.46 -2.00 7.35
O 1.19 -2.51 6.03
O 0.49 -2.76 8.42
C -0.84 -2.30 8.57
C -1.72 -2.79 7.43
C 3.00 -2.70 7.91
H -0.88 -1.21 8.65
H -1.22 -2.71 9.51
H -1.44 -2.33 6.49
H -2.77 -2.55 7.63
H -1.62 -3.88 7.30
H 3.19 -2.37 8.93
H 3.79 -2.35 7.25
H 2.93 -3.79 7.86
O 6.41 2.44 -4.97
S 5.68 1.52 -4.12
O 6.23 1.02 -2.88
O 5.18 0.26 -5.02
C 6.14 -0.46 -5.79
C 6.94 -1.41 -4.92
C 4.08 2.20 -3.79
H 6.80 0.23 -6.33
H 5.59 -1.04 -6.53
H 7.58 -0.86 -4.22
H 7.58 -2.05 -5.53
H 6.27 -2.04 -4.32
H 3.63 2.53 -4.73
H 4.21 3.05 -3.12
H 3.46 1.44 -3.31
O -5.96 -3.52 -6.91
S -4.80 -3.85 -6.11
O -3.52 -4.15 -6.70
O -5.20 -5.05 -5.08
C -5.76 -6.24 -5.61
C -4.70 -7.13 -6.22
C -4.58 -2.58 -4.89
H -6.55 -6.01 -6.33
H -6.24 -6.77 -4.77
H -4.27 -6.68 -7.11
H -5.12 -8.10 -6.49
H -3.88 -7.29 -5.51
H -5.53 -2.39 -4.40
H -4.23 -1.68 -5.40
H -3.83 -2.91 -4.17
O -4.46 -4.18 7.67
S -5.51 -4.81 6.89
O -6.91 -4.65 7.23
O -5.18 -6.40 6.75
C -4.95 -7.16 7.92
C -6.24 -7.50 8.63
C -5.29 -4.38 5.18
H -4.26 -6.63 8.59
H -4.45 -8.08 7.61
H -6.72 -6.61 9.04
H -6.06 -8.20 9.45
H -6.96 -7.95 7.93
H -4.25 -4.55 4.91
H -5.54 -3.32 5.07
H -5.96 -4.99 4.58
```

Values from the calculation:
- Kohn-Sham gap (eV) = 6.820
- total charge = 0
- maximum force (hartree/bohr) = 0.157
- lowest unoccupied orbital energy (eV) = -1.61
- SMILES = C[C@@H](Cl)[C@H](Cl)c1cc(CC(=O)c2ccccc2)c2nsnc2c1.CCOS(C)(=O)=O.CCOS(C)(=O)=O.CCOS(C)(=O)=O.CCOS(C)(=O)=O.CCOS(C)(=O)=O.CCOS(C)(=O)=O
- HOMO level (eV) = -8.4
- E (Eh) = -6616.8046

Here are the Mulliken charges for atoms 1 to 6, given in e: number 1, C, carries -0.993; number 2, C, carries 0.246; number 3, Cl, carries -0.151; number 4, C, carries 0.420; number 5, Cl, carries -0.204; number 6, C, carries 0.214

---

Entry 2:
C35H63BCl2F6N10OSr | ωB97M-V/def2-TZVPD

Geometry as XYZ:
```
119
Properties=species:S:1:pos:R:3
Sr 0.14 -0.55 0.55
N -0.68 1.44 4.16
C -0.28 0.13 4.62
C 1.10 -0.24 4.10
N 1.15 -0.81 2.73
C 1.20 -2.30 2.81
C -0.16 -2.99 2.73
N -0.70 -2.82 1.36
C 2.30 -0.21 1.98
C 2.64 -0.86 0.61
N 2.38 0.03 -0.52
H -0.86 1.48 3.16
H -1.54 1.74 4.62
H -0.99 -0.68 4.39
H -0.21 0.18 5.71
H 1.54 -0.97 4.79
H 1.72 0.65 4.14
H 1.71 -2.60 3.74
H 1.81 -2.70 2.00
H -0.86 -2.60 3.46
H 0.03 -4.05 2.96
H -1.48 -3.45 1.20
H 0.04 -3.23 0.75
H 3.20 -0.25 2.60
H 2.07 0.85 1.82
H 2.06 -1.77 0.41
H 3.67 -1.23 0.65
H 2.61 -0.44 -1.39
H 2.92 0.89 -0.46
C -2.19 4.63 -1.78
C -2.33 3.43 -0.89
C -3.30 3.20 0.06
C -2.98 1.94 0.60
N -1.86 1.47 0.05
N -1.49 2.38 -0.90
B -0.30 2.25 -1.86
N -0.33 0.91 -2.67
N -0.55 -0.34 -2.15
C -0.64 -1.17 -3.19
C -0.49 -0.46 -4.39
C -0.34 0.85 -4.03
C -0.32 1.99 -5.00
C -0.98 -2.64 -3.14
C 0.12 -3.44 -3.85
C -1.11 -3.14 -1.70
C -2.30 -2.86 -3.89
N 1.03 2.59 -1.10
N 1.08 2.80 0.25
C 2.27 3.35 0.50
C 3.02 3.46 -0.69
C 2.18 2.99 -1.68
C 2.43 2.96 -3.14
C 2.66 3.94 1.84
C 2.82 5.46 1.64
C 1.59 3.69 2.89
C 4.01 3.37 2.30
C -3.82 1.25 1.65
C -3.33 -0.18 1.97
C -5.28 1.17 1.18
C -3.82 2.14 2.91
H -2.95 5.37 -1.50
H -1.21 5.09 -1.67
H -2.33 4.38 -2.83
H -4.13 3.84 0.30
H -0.42 3.10 -2.69
H -0.55 -0.84 -5.40
H -0.66 1.62 -5.96
H -0.98 2.80 -4.69
H 0.67 2.41 -5.15
H 1.09 -3.24 -3.40
H -0.09 -4.51 -3.78
H 0.17 -3.18 -4.91
H -0.13 -3.15 -1.22
H -1.80 -2.51 -1.13
H -1.50 -4.16 -1.70
H -2.21 -2.57 -4.93
H -2.57 -3.92 -3.86
H -3.11 -2.28 -3.45
H 3.99 3.89 -0.82
H 3.37 3.47 -3.36
H 2.49 1.94 -3.53
H 1.63 3.47 -3.67
H 1.87 5.91 1.35
H 3.15 5.92 2.58
H 3.55 5.69 0.87
H 0.60 3.94 2.51
H 1.56 2.66 3.21
H 1.79 4.30 3.77
H 4.80 3.60 1.59
H 4.28 3.81 3.26
H 3.96 2.29 2.43
H -2.63 -0.54 1.21
H -2.85 -0.23 2.95
H -4.16 -0.88 1.98
H -5.37 0.56 0.28
H -5.90 0.72 1.96
H -5.67 2.16 0.95
H -2.81 2.41 3.21
H -4.35 3.07 2.72
H -4.32 1.63 3.74
Cl -3.91 -0.67 -1.45
C -5.06 -1.99 -1.30
Cl -4.73 -3.01 0.11
H -5.00 -2.61 -2.18
H -6.05 -1.57 -1.17
C 1.57 -5.66 -1.19
C 2.30 -4.56 -0.41
O 1.53 -3.49 -0.13
C 3.53 -4.11 -1.25
F 4.37 -3.31 -0.57
F 4.27 -5.13 -1.72
F 3.12 -3.41 -2.32
C 2.81 -5.19 0.91
F 1.77 -5.67 1.62
F 3.67 -6.21 0.74
F 3.43 -4.30 1.72
H 1.31 -5.27 -2.18
H 0.65 -5.89 -0.66
H 2.16 -6.56 -1.31
```

Values from the calculation:
- Kohn-Sham gap (eV) = 8.877
- energy relative to the best compared isomer or geometry (same formula, charge and spin) (kcal/mol) = 19.4
- total charge = 0
- maximum force (hartree/bohr) = 0.080
- lowest unoccupied orbital energy (eV) = 0.39
- HOMO level (eV) = -8.5
- E (Eh) = -3569.6232

Here are the Mulliken charges for atoms 1 to 6, given in e: number 1, Sr, carries 0.941; number 2, N, carries -0.295; number 3, C, carries -0.576; number 4, C, carries -1.291; number 5, N, carries 0.948; number 6, C, carries -0.588